The following is a DFT calculation (ωB97M-V/def2-TZVPD) of a cluster of 2 separate species, C5H8O2 in total at a distorted geometry.

XYZ file:
```
15
Properties=species:S:1:pos:R:3:forces:R:3
C -0.31739 0.81314 -0.47948 -0.11 3.00 -0.53
C -0.43122 0.62115 0.96347 -1.13 0.14 0.29
C -0.45689 -0.79636 1.34464 0.94 1.77 3.71
O -0.60899 1.45322 1.82205 0.31 0.61 -0.42
H 0.05879 1.80046 -0.72668 0.40 0.26 0.14
H -1.21425 0.80665 -1.05623 -1.26 -0.43 0.12
H 0.30172 0.10133 -0.89109 1.22 -1.36 -0.90
H -0.25819 -1.45216 0.60368 0.33 -2.23 -2.29
H -1.41611 -0.87082 1.81456 -0.51 -0.82 0.35
H 0.33417 -0.81616 2.13625 -0.70 -0.62 -0.37
C 2.27597 -0.86803 -1.30820 -1.03 -2.13 2.10
C 2.87580 -0.02294 -0.51786 0.15 2.16 0.78
O 3.19929 0.82538 0.23003 -0.07 -1.55 -1.07
H 1.64448 -1.57283 -0.61252 1.24 1.12 -1.74
H 2.38536 -1.04829 -2.35485 0.22 0.07 -0.17
```
Positions in Å, forces in eV/Å.

E_HOMO in eV: -9.54
Charge: 0
HOMO-LUMO gap in eV: 10.09
Energy relative to the best compared isomer or geometry (same formula, charge and spin) in eV: 2.376
Calculated total energy in eV: -9407.4562


The following is a DFT calculation (ωB97M-V/def2-TZVPD) of the molecule C5H8O2.

XYZ file:
```
15
Properties=species:S:1:pos:R:3:forces:R:3
C 0.25307 -1.66856 0.79381 0.07 0.10 -0.16
C 0.32024 -0.60092 -0.00014 0.09 -0.39 0.16
C 0.08342 -0.64447 -1.48956 0.03 -0.02 -0.08
C 0.85133 0.67584 0.58180 0.13 -0.07 0.05
O 0.04816 1.88296 0.44473 -0.10 -0.37 0.01
C -1.28205 1.72929 0.43560 -0.32 -0.30 -0.13
O -1.88535 0.70470 0.25830 0.10 0.55 0.18
H 0.05321 -2.66245 0.40361 -0.15 0.15 0.03
H 0.39166 -1.57647 1.86903 0.11 -0.05 -0.20
H -0.07493 0.35725 -1.90673 0.03 -0.19 0.14
H -0.79313 -1.25116 -1.74269 0.21 0.11 0.13
H 0.95888 -1.07746 -1.98678 -0.11 0.07 -0.03
H 1.80111 0.89739 0.08570 -0.15 0.23 0.05
H 1.05088 0.54003 1.64751 -0.07 0.08 -0.07
H -1.77652 2.69406 0.60580 0.14 0.10 -0.08
```
Positions in Å, forces in eV/Å.

E_HOMO in eV: -9.22
Charge: 0
HOMO-LUMO gap in eV: 10.12
Energy relative to the best compared isomer or geometry (same formula, charge and spin) in eV: 1.082
Calculated total energy in eV: -9408.7500


The following is a DFT calculation (ωB97M-V/def2-TZVPD) of a structure of composition C5H8O2 at a distorted geometry.

XYZ file:
```
15
Properties=species:S:1:pos:R:3:forces:R:3
C -0.80734 -0.06085 -1.51499 -0.28 0.20 0.04
C -0.34554 -0.04555 -0.10646 -0.39 0.64 -0.01
C -0.07015 -1.31062 0.74564 0.28 0.04 -0.37
O -0.18404 -0.54026 1.96812 -0.13 -0.10 0.31
C -0.40652 0.60634 1.19549 -0.53 -0.10 0.76
C 0.74018 1.14068 0.39559 -0.91 -0.98 -2.02
O 1.84720 0.63144 -0.28696 1.88 0.39 0.51
H -1.71091 -0.66168 -1.65538 -0.02 0.07 -0.07
H -0.97473 0.96468 -1.84188 -0.20 -0.08 -0.19
H -0.01622 -0.48455 -2.15885 -0.19 0.18 0.28
H 0.87499 -1.86928 0.69175 -0.01 0.22 -0.04
H -0.90059 -2.04104 0.68489 0.27 0.44 -0.19
H -1.16301 1.34628 1.44049 0.30 0.18 0.72
H 0.67306 2.23420 0.22810 -0.56 -0.95 -0.49
H 2.44360 0.09023 0.21445 0.49 -0.18 0.78
```
Positions in Å, forces in eV/Å.

E_HOMO in eV: -7.77
Charge: 0
HOMO-LUMO gap in eV: 8.57
Energy relative to the best compared isomer or geometry (same formula, charge and spin) in eV: 4.986
Calculated total energy in eV: -9404.8460


The following is a DFT calculation (ωB97M-V/def2-TZVPD) of a cluster of 2 separate species, C5H8O2 in total at a distorted geometry.

XYZ file:
```
15
Properties=species:S:1:pos:R:3:forces:R:3
C -0.25319 -2.75726 0.22234 1.63 -1.95 -0.88
C 0.16984 -0.38657 0.30173 -0.76 3.90 2.55
C 0.08369 0.15493 1.71493 2.49 -0.66 1.33
C 0.56219 1.45583 -1.42036 -1.17 -1.38 -0.86
C -0.51345 0.43370 -0.72673 3.86 -0.71 -2.10
O 0.68783 -3.38029 -0.07232 -0.12 0.61 0.28
O -1.26207 -2.28022 0.46403 -2.36 0.14 0.68
H 1.09488 0.10210 2.36284 -2.30 -0.24 -1.31
H -0.77559 -0.21411 2.29858 0.43 -0.50 -0.07
H -0.12663 1.22133 1.66794 0.18 0.30 -0.40
H 0.62963 2.38152 -0.89129 0.24 0.46 0.72
H 0.19788 1.75640 -2.44519 0.42 -0.55 0.87
H 1.55709 0.95177 -1.48964 -0.85 0.54 0.00
H -0.61482 -0.38320 -1.41252 -0.97 0.05 -1.61
H -1.43728 0.94406 -0.57433 -0.73 -0.01 0.79
```
Positions in Å, forces in eV/Å.

E_HOMO (alpha / beta) in eV: -7.49 / -11.18
Charge: 0
HOMO-LUMO gap (alpha / beta) in eV: 8.31 / 10.36
Energy relative to the best compared isomer or geometry (same formula, charge and spin) in eV: 0.045
Calculated total energy in eV: -9405.2082
Spin multiplicity: 3


The following is a DFT calculation (ωB97M-V/def2-TZVPD) of a cluster of 2 separate species, C5H8O2 in total at a distorted geometry.

XYZ file:
```
15
Properties=species:S:1:pos:R:3:forces:R:3
C 1.39909 -1.06049 -3.00620 -2.05 1.22 -1.50
C 0.36116 -0.34526 -2.55975 1.34 -0.56 2.48
C -0.24025 -0.01854 2.44322 0.94 -1.60 2.80
C 0.04180 -0.05968 -1.10958 0.05 0.23 0.63
C -1.26014 0.92789 2.74643 2.13 2.10 -3.39
O -0.51777 0.92269 -0.68872 -0.18 0.94 -0.62
O 0.30521 -1.05530 -0.29815 0.50 -1.18 3.51
H 1.33582 -1.30870 -4.09593 0.91 0.26 1.12
H 2.22678 -1.19475 -2.35535 0.51 -1.03 0.25
H -0.36249 0.19228 -3.05768 -1.51 0.37 -2.09
H 0.47115 0.17314 3.25141 1.53 -1.50 -0.95
H -1.40198 1.21391 3.77240 0.23 0.08 0.36
H -2.10129 0.92677 2.14835 -2.01 0.13 -0.98
H -0.36374 1.51197 2.03421 -2.83 0.71 1.97
H 0.10666 -0.82593 0.77536 0.44 -0.18 -3.59
```
Positions in Å, forces in eV/Å.

E_HOMO (alpha / beta) in eV: -7.08 / -10.00
Charge: 0
HOMO-LUMO gap (alpha / beta) in eV: 7.83 / 8.03
Energy relative to the best compared isomer or geometry (same formula, charge and spin) in eV: 3.017
Calculated total energy in eV: -9402.2365
Spin multiplicity: 3


The following is a DFT calculation (ωB97M-V/def2-TZVPD) of a cluster of 2 separate species, C5H8O2 in total at a distorted geometry.

XYZ file:
```
15
Properties=species:S:1:pos:R:3:forces:R:3
C -1.25264 -0.37425 1.51502 -0.65 1.90 1.33
C -0.62677 -1.26961 0.74072 1.71 -2.59 -2.37
C -0.18659 -1.19145 -0.67031 -0.73 1.80 2.84
C 0.32583 -2.28616 -1.28036 1.11 -0.83 -0.62
H -1.41760 0.65882 1.23139 -0.25 -0.02 -0.21
H -1.54305 -0.65298 2.53922 0.08 0.13 -0.58
H -0.38856 -2.20151 1.28498 -0.24 0.15 -0.79
H -0.11804 -0.20434 -1.16341 -0.51 -0.64 0.18
H 0.83652 -2.20518 -2.23611 -0.32 0.08 -0.06
H 0.38657 -3.26556 -0.82520 -0.31 -0.01 0.20
O 0.65691 3.27997 -1.70268 0.31 -1.85 2.98
C 0.83780 2.63082 -0.68241 0.19 0.87 -1.32
O 0.45578 3.01725 0.56080 -0.63 0.66 -0.42
H 1.37694 1.65371 -0.60079 -0.13 0.34 -0.59
H 0.65691 2.41045 1.28915 0.37 0.01 -0.58
```
Positions in Å, forces in eV/Å.

E_HOMO (alpha / beta) in eV: -14.05 / -14.05
Charge: +1
HOMO-LUMO gap (alpha / beta) in eV: 8.25 / 4.86
Energy relative to the best compared isomer or geometry (same formula, charge and spin) in eV: 1.083
Calculated total energy in eV: -9398.6816
Spin multiplicity: 2


The following is a DFT calculation (ωB97M-V/def2-TZVPD) of the molecule C5H8O2S at a distorted geometry.

XYZ file:
```
16
Properties=species:S:1:pos:R:3:forces:R:3
C 0.96142 1.94359 0.20026 0.05 0.48 -0.94
C 0.51417 0.52268 0.11340 -0.30 -2.17 -0.64
C 1.69463 -0.48957 -0.06343 -0.15 -0.29 -0.03
O 1.29025 -1.87265 -0.15269 -0.75 0.93 -2.70
O -0.13969 0.09061 1.32556 1.61 1.39 0.50
C -1.38360 -0.34983 1.18908 0.51 -0.81 0.33
C -1.89972 -0.40850 0.00212 -1.20 -0.09 -2.09
S -0.79509 0.28008 -1.20831 0.13 -0.02 0.17
H 0.08723 2.52418 0.50149 0.30 0.25 -0.08
H 1.38546 2.33134 -0.77676 -0.63 -0.53 1.07
H 1.73555 1.98967 0.94612 0.34 0.31 0.44
H 2.35686 -0.17508 -0.90187 -0.48 -0.23 0.33
H 2.28316 -0.46930 0.85843 -0.04 0.27 -0.06
H 0.90698 -1.99872 -1.09940 0.81 0.32 2.46
H -1.71301 -0.85103 2.04930 -0.79 -0.25 1.10
H -2.84670 -0.88628 -0.27572 0.58 0.43 0.14
```
Positions in Å, forces in eV/Å.

E_HOMO in eV: -7.91
Charge: 0
HOMO-LUMO gap in eV: 8.65
Energy relative to the best compared isomer or geometry (same formula, charge and spin) in eV: 1.344
Calculated total energy in eV: -20243.5841


The following is a DFT calculation (ωB97M-V/def2-TZVPD) of the molecule C5H8O2S at a distorted geometry.

XYZ file:
```
16
Properties=species:S:1:pos:R:3:forces:R:3
C 0.98286 1.10072 -0.63076 0.47 0.25 0.36
O -0.01017 1.64749 0.20762 0.16 0.04 -0.05
C -1.06997 0.77801 0.52177 -0.07 -0.29 -0.03
C -1.70398 0.10018 -0.70066 1.55 0.60 -0.60
C -0.92986 -1.23065 -0.81060 -0.40 -0.24 0.07
C 0.02644 -1.16189 0.40421 0.02 -0.27 -0.45
O -0.62635 -0.31252 1.31439 -0.11 0.37 0.06
S 1.67386 -0.46837 0.00212 -0.19 0.11 -0.04
H 0.62076 0.96661 -1.64006 -0.29 -0.18 -0.35
H 1.80350 1.82894 -0.68054 -0.24 -0.26 0.14
H -1.75394 1.36738 1.11696 -0.10 0.06 0.11
H -2.72698 -0.04619 -0.52901 -1.46 -0.30 0.34
H -1.62002 0.75455 -1.58412 0.06 -0.33 0.25
H -1.61009 -2.09693 -0.71769 0.28 0.41 0.15
H -0.42136 -1.35646 -1.76100 0.22 0.10 0.00
H 0.18557 -2.12199 0.88159 0.10 -0.07 0.03
```
Positions in Å, forces in eV/Å.

E_HOMO in eV: -8.95
Charge: 0
HOMO-LUMO gap in eV: 9.80
Energy relative to the best compared isomer or geometry (same formula, charge and spin) in eV: 0.553
Calculated total energy in eV: -20244.3751


The following is a DFT calculation (ωB97M-V/def2-TZVPD) of a structure of composition C5H8O2S at a distorted geometry.

XYZ file:
```
16
Properties=species:S:1:pos:R:3:forces:R:3
C 0.12719 -1.44541 1.24352 -0.18 -2.21 0.16
C -0.25318 -0.63018 -0.03778 1.90 -1.51 0.41
C 1.22622 0.59013 -1.89505 1.85 -1.34 1.57
C 0.09795 0.75341 0.18553 4.90 4.56 -0.55
C -1.30415 0.45544 0.22705 -0.20 -0.64 -5.38
H 0.33679 -0.62104 2.18882 -0.33 -2.87 -2.72
H -0.90406 -2.21873 1.57954 3.60 2.27 -0.91
H 1.21218 -2.20253 0.76848 -3.48 2.43 2.20
H 2.22360 0.45045 -1.36107 -1.00 0.59 -0.43
H 1.57047 0.83762 -2.97056 -1.71 0.31 1.67
H 0.91751 1.33955 0.89108 -2.46 -2.27 -0.84
H -1.78851 0.87118 -0.78306 0.51 -0.92 2.43
H -2.33072 1.25647 1.46133 0.55 -3.00 0.52
O 0.34805 1.37564 -1.07956 0.73 0.97 -1.97
O -1.97688 0.28098 1.33572 -3.23 3.59 2.64
S 0.49753 -1.09299 -1.75401 -1.44 0.03 1.19
```
Positions in Å, forces in eV/Å.

E_HOMO in eV: -8.66
Charge: 0
HOMO-LUMO gap in eV: 9.23
Energy relative to the best compared isomer or geometry (same formula, charge and spin) in eV: 6.061
Calculated total energy in eV: -20238.8677


The following is a DFT calculation (ωB97M-V/def2-TZVPD) of the molecule C5H8O3 at a distorted geometry.

XYZ file:
```
16
Properties=species:S:1:pos:R:3:forces:R:3
O 2.63813 -0.49868 0.29953 2.25 -0.63 -4.27
C 1.52763 0.01817 -0.45975 1.88 1.10 -3.54
C 0.25072 -0.76805 -0.62606 -0.85 -0.10 0.17
O -1.09769 -0.83317 -1.17054 1.10 0.71 0.76
C -1.93536 -0.44060 0.06117 1.79 -0.65 -0.98
C -0.82379 0.15833 1.04340 -0.11 3.70 1.83
C 0.32670 0.75469 0.04886 -1.03 -5.39 4.29
O -0.13108 1.73056 -0.70121 -3.20 -3.94 -4.69
H 3.49828 -0.68923 -0.51384 -4.18 0.79 3.91
H 1.92409 0.50836 -1.42740 -0.86 -0.23 1.80
H 0.40102 -1.56345 0.11134 -0.53 0.27 0.21
H -2.37114 -1.37484 0.38909 0.31 -0.39 0.65
H -2.82979 0.09214 -0.28722 0.84 0.79 0.08
H -0.34720 -0.56474 1.69257 -0.27 -0.35 -0.08
H -1.20441 1.00911 1.89658 0.49 -2.03 -2.65
H 0.17389 2.46140 -0.35650 2.37 6.35 2.52
```
Positions in Å, forces in eV/Å.

E_HOMO in eV: -8.02
Charge: 0
HOMO-LUMO gap in eV: 8.34
Energy relative to the best compared isomer or geometry (same formula, charge and spin) in eV: 7.777
Calculated total energy in eV: -11449.7424


The following is a DFT calculation (ωB97M-V/def2-TZVPD) of a structure of composition C5H8O3.

XYZ file:
```
16
Properties=species:S:1:pos:R:3:forces:R:3
C 0.26425 -0.47800 0.99525 0.38 0.71 -0.56
C 2.07139 0.87873 -0.90384 -0.03 -0.13 0.18
C -2.24059 -0.91936 0.42208 -0.03 0.12 0.07
C -0.90120 -0.30008 0.15202 0.00 -0.24 -0.19
O 1.16569 -0.18431 -0.62363 -0.69 0.01 0.19
O 0.69060 0.48865 1.81047 0.04 -0.23 -0.17
C -0.38579 0.04887 -1.07695 -0.11 0.20 0.10
O -0.64718 0.41406 -2.18317 0.45 -0.31 0.48
H 0.25935 1.31735 1.53614 -0.09 -0.16 0.03
H 0.59137 -1.44965 1.36786 0.18 0.08 -0.11
H 1.70399 1.44177 -1.76403 -0.02 -0.08 0.03
H 2.16464 1.55113 -0.04371 -0.03 -0.06 0.01
H 3.04438 0.44601 -1.13025 0.02 0.07 -0.01
H -2.86455 -0.81950 -0.46640 -0.02 0.02 0.06
H -2.15813 -1.98944 0.64762 0.01 0.04 -0.02
H -2.75821 -0.44623 1.26055 -0.05 -0.03 -0.08
```
Positions in Å, forces in eV/Å.

E_HOMO in eV: -8.06
Charge: 0
HOMO-LUMO gap in eV: 8.75
Energy relative to the best compared isomer or geometry (same formula, charge and spin) in eV: 3.103
Calculated total energy in eV: -11454.4157


The following is a DFT calculation (ωB97M-V/def2-TZVPD) of the molecule C5H8O3 at a distorted geometry.

XYZ file:
```
16
Properties=species:S:1:pos:R:3:forces:R:3
C -0.54449 -2.04289 1.87317 0.66 5.71 -0.06
C 0.41350 -1.36722 0.88851 0.78 -1.10 -4.84
C 0.34869 -0.31044 -0.02405 -1.57 -3.37 4.11
C 1.27269 0.28422 -0.94603 2.15 0.08 0.32
O 1.92797 1.24434 -0.07218 0.30 3.19 2.98
O -0.51814 0.72329 0.27725 -0.80 0.15 2.31
C -1.42284 0.99363 -0.59370 -2.31 1.80 -3.03
O -1.58978 0.38672 -1.65769 -0.14 1.53 2.61
H -0.93071 -2.96337 1.73454 -1.48 -2.87 -2.01
H -1.31058 -1.25468 2.05416 0.03 -0.99 0.25
H -0.06278 -2.24715 2.78081 1.13 0.44 1.64
H 1.12296 -2.08539 0.37900 -0.21 0.60 1.14
H 2.04540 -0.51106 -1.34452 -1.31 2.10 0.58
H 0.74833 0.94342 -1.64351 0.28 -1.13 -0.76
H 1.34746 1.90606 0.70705 1.98 -3.71 -4.16
H -1.92587 2.03360 -0.23412 0.52 -2.41 -1.09
```
Positions in Å, forces in eV/Å.

E_HOMO in eV: -9.34
Charge: 0
HOMO-LUMO gap in eV: 9.92
Energy relative to the best compared isomer or geometry (same formula, charge and spin) in eV: 4.445
Calculated total energy in eV: -11453.0739